No. 1
134
Properties=species:S:1:pos:R:3 method="wB97M-V/def2-TZVPD" gap_ev=9.61 lumo_energy_ev=0.59 homo_ha=-0.3316 de_lowest_kcal_mol=0.00 largest_force_ev_per_a=1.3
C 19.4678 -17.8571 -15.8629
O 19.2729 -16.5212 -15.4983
C 17.9502 -16.0983 -15.7233
C 17.8335 -14.6394 -15.3795
O 16.5793 -14.1958 -15.8513
C 16.2858 -12.9043 -15.3984
H 18.6880 -18.5033 -15.4389
H 20.4341 -18.1817 -15.4776
H 19.4838 -17.9989 -16.9526
H 17.2541 -16.7031 -15.1278
H 17.6536 -16.2105 -16.7780
H 18.6458 -14.0588 -15.8334
H 17.8986 -14.5285 -14.2866
H 15.9815 -12.9197 -14.3403
H 15.4120 -12.5399 -15.9395
H 17.1305 -12.2258 -15.5438
C 18.5868 -10.3095 -17.4129
O 19.7619 -10.0347 -18.1399
C 20.5071 -11.1907 -18.3651
C 21.7708 -10.8558 -19.1198
O 21.5472 -10.4359 -20.4620
C 21.0450 -11.4428 -21.3119
H 18.0228 -11.1416 -17.8503
H 17.9541 -9.4225 -17.4136
H 18.8290 -10.5491 -16.3686
H 19.9384 -11.9468 -18.9203
H 20.7907 -11.6761 -17.4158
H 22.4097 -11.7497 -19.1221
H 22.2936 -10.0433 -18.6125
H 21.6444 -12.3604 -21.3248
H 21.1067 -11.0249 -22.3176
H 20.0137 -11.7139 -21.0791
C 20.1668 -9.6826 -13.2758
O 19.6643 -8.3966 -13.5770
C 20.1039 -7.8857 -14.7977
C 21.6169 -7.6869 -14.8502
O 22.1706 -7.2688 -13.6296
C 21.8947 -5.9129 -13.3417
H 19.8317 -10.4558 -13.9773
H 19.7790 -9.9472 -12.2938
H 21.2577 -9.6676 -13.2670
H 19.6111 -6.9229 -14.9488
H 19.8207 -8.5160 -15.6544
H 21.8648 -6.9536 -15.6362
H 22.1123 -8.6135 -15.1517
H 22.0398 -5.7613 -12.2738
H 20.8624 -5.6479 -13.5772
H 22.5974 -5.2700 -13.8852
C 21.5228 -13.1516 -13.9227
O 21.7153 -11.9555 -14.6387
C 22.9604 -11.8856 -15.2963
C 24.0317 -11.2372 -14.4425
O 24.4244 -12.0892 -13.3917
C 25.4630 -11.5228 -12.6263
H 22.3145 -13.3082 -13.1824
H 21.4397 -14.0241 -14.5790
H 20.6017 -13.0441 -13.3468
H 22.8385 -11.2105 -16.1479
H 23.2850 -12.8919 -15.5871
H 23.6211 -10.2960 -14.0437
H 24.8867 -10.9970 -15.0828
H 25.7329 -12.2441 -11.8562
H 25.1309 -10.6013 -12.1350
H 26.3440 -11.3207 -13.2469
C 25.7042 -9.9590 -18.6090
O 25.9218 -10.2705 -17.2455
C 26.7962 -11.3273 -16.9833
C 28.2482 -11.0226 -17.2822
O 28.4635 -11.2016 -18.6594
C 29.7971 -10.9892 -19.0426
H 24.7297 -9.4830 -18.6978
H 25.7005 -10.8681 -19.2183
H 26.4741 -9.2780 -18.9788
H 26.5124 -12.2740 -17.4613
H 26.7527 -11.4944 -15.9013
H 28.8905 -11.6993 -16.6990
H 28.4503 -9.9943 -16.9454
H 30.4970 -11.5838 -18.4398
H 30.0785 -9.9362 -18.8994
H 29.8968 -11.2619 -20.0892
C 24.0780 -14.2066 -18.7272
O 22.8260 -14.1104 -19.4068
C 22.1715 -15.3695 -19.4077
C 20.9405 -15.2953 -20.2792
O 19.9662 -14.3381 -19.9406
C 19.4083 -14.5371 -18.6650
H 24.4762 -13.1883 -18.7452
H 24.7795 -14.9164 -19.1640
H 23.9417 -14.3947 -17.6504
H 21.8976 -15.6560 -18.3823
H 22.8162 -16.1280 -19.8668
H 20.4328 -16.2698 -20.3338
H 21.2793 -15.0687 -21.2945
H 19.1544 -15.5881 -18.4819
H 18.5002 -13.9378 -18.5981
H 20.1003 -14.1782 -17.8914
C 18.0787 -9.1868 -21.0613
O 17.0925 -8.5728 -20.2606
C 17.6371 -7.6040 -19.3672
C 17.9760 -6.3038 -20.0563
O 16.9210 -5.7406 -20.8092
C 15.7864 -5.4133 -20.0595
H 18.4587 -8.5045 -21.8295
H 17.6256 -10.0554 -21.5363
H 18.9266 -9.5261 -20.4491
H 18.5131 -8.0298 -18.8708
H 16.8229 -7.4390 -18.6594
H 18.8063 -6.4396 -20.7476
H 18.2794 -5.5915 -19.2692
H 15.0668 -4.9409 -20.7293
H 16.0352 -4.7174 -19.2472
H 15.2672 -6.2913 -19.6563
C 24.5538 -12.6385 -21.7153
O 25.5826 -13.5492 -21.4207
C 26.8004 -12.9687 -21.0454
C 27.9163 -13.9469 -21.3177
O 27.6372 -15.1615 -20.6781
C 28.6800 -16.0881 -20.8552
H 24.2677 -11.9739 -20.8868
H 23.6764 -13.2476 -21.9137
H 24.8438 -12.0144 -22.5682
H 26.8207 -12.7347 -19.9710
H 26.9920 -12.0262 -21.5774
H 28.8407 -13.5171 -20.8963
H 28.0515 -14.0621 -22.4030
H 29.6002 -15.7385 -20.3673
H 28.8912 -16.2696 -21.9173
H 28.3819 -17.0396 -20.4195
C 21.1424 -7.0580 -19.0710
O 21.2723 -7.5238 -20.4082
H 20.5532 -6.1486 -19.1689
H 20.6814 -7.7980 -18.4134
H 22.0963 -6.7725 -18.6036
H 21.4841 -8.4626 -20.4093


No. 2
174
Properties=species:S:1:pos:R:3 method="wB97M-V/def2-TZVPD" gap_ev=9.44 lumo_energy_ev=1.58 charge=-1 homo_ha=-0.2887 largest_force_ev_per_a=3.1
O 0.2615 -3.3914 0.8070
C 0.0271 -2.2296 0.5414
O 0.8821 -1.2294 0.4762
B 0.1876 0.0147 0.0565
O -1.2412 -0.3708 0.0415
C -1.3618 -1.6356 0.3647
O -2.3761 -2.2689 0.4290
O 0.6871 0.5272 -1.2430
C 0.8368 1.8145 -1.0871
O 1.1709 2.5720 -1.9796
C 0.8493 2.1602 0.3939
O 0.5268 1.0726 1.0110
O 1.1356 3.2168 0.8882
Br 3.3129 1.9669 5.0898
C 2.2226 3.0445 3.8574
C 1.6084 4.1501 4.7305
Br 2.9325 5.3796 5.5717
H 1.3861 2.4483 3.4946
H 2.8170 3.3465 3.0007
H 1.1085 3.6618 5.5615
H 0.9094 4.7327 4.1339
C -2.6405 0.4690 3.0024
O -1.4527 -0.2924 3.2728
P -0.8193 -0.4554 4.7656
O -1.5394 -1.3532 5.7015
O 0.6369 -0.9988 4.3865
C 0.8059 -2.2990 3.8786
O -0.5218 1.0530 5.2763
C -1.5906 1.8112 5.8063
H -2.3177 1.1370 2.2063
H -3.0298 1.0602 3.8311
H -3.3918 -0.2735 2.7335
H 1.4381 -2.8658 4.5651
H 1.1954 -2.4645 2.8763
H -0.1390 -2.8474 3.9130
H -2.5217 1.3388 6.1151
H -1.7889 2.7372 5.2594
H -1.2241 2.2830 6.7262
C -3.2057 2.5715 0.0427
O -2.0332 2.9543 0.7900
P -1.9980 4.3064 1.6569
O -1.0006 4.3582 2.7410
O -3.5353 4.4330 2.1135
C -4.1623 5.7014 2.3975
O -1.9495 5.5084 0.5822
C -0.9125 5.4236 -0.3696
H -3.9820 2.0587 0.6077
H -2.8930 1.8570 -0.7184
H -3.5910 3.4493 -0.4743
H -4.1627 5.6940 3.4844
H -5.1554 5.8248 1.9648
H -3.6483 6.5466 1.9383
H 0.1315 5.5708 -0.0857
H -1.0505 6.1395 -1.1844
H -0.8377 4.4989 -0.9529
C 2.9159 -2.0207 -5.8256
O 2.8799 -2.9767 -4.7836
P 2.7790 -2.6503 -3.2313
O 2.8680 -3.7903 -2.2957
O 3.9321 -1.5303 -3.1852
C 3.9431 -0.7026 -1.9951
O 1.4290 -1.8322 -2.9883
C 0.1326 -2.3442 -3.2653
H 3.9255 -1.6344 -5.9545
H 2.1522 -1.2631 -5.6442
H 2.6326 -2.5791 -6.7186
H 4.6883 -1.0016 -1.2555
H 3.0235 -0.6376 -1.4142
H 4.2199 0.2636 -2.4134
H 0.1201 -3.0522 -4.0971
H -0.5762 -1.5924 -3.6165
H -0.2885 -2.7927 -2.3670
C 1.3107 4.4336 -4.7581
O 1.2609 5.8562 -4.8747
P 0.6117 6.6421 -6.0952
O 1.0485 6.1792 -7.4205
O -0.9799 6.4817 -5.8665
C -1.4879 6.5108 -4.5432
O 0.9749 8.1615 -5.7676
C 0.4829 9.2348 -6.5647
H 2.3310 4.0552 -4.7241
H 0.7649 3.9033 -5.5378
H 0.8682 4.2148 -3.7867
H -2.0165 7.4587 -4.4328
H -0.8021 6.2646 -3.7350
H -2.2595 5.7389 -4.4674
H 1.2868 9.8990 -6.8705
H -0.1856 9.8358 -5.9430
H -0.1412 8.8145 -7.3533
C 7.0760 -0.5714 3.2775
O 7.0045 -1.4148 2.1089
P 5.5737 -1.8122 1.5246
O 4.6366 -2.3676 2.5202
O 5.9467 -2.7081 0.3210
C 5.1305 -3.7382 -0.2518
O 4.9596 -0.4685 0.8090
C 3.9911 0.2801 1.5491
H 7.2021 0.4811 3.0075
H 7.8946 -0.9867 3.8527
H 6.0614 -0.4993 3.6782
H 5.3621 -3.9035 -1.3024
H 4.0683 -3.5097 -0.1841
H 5.3612 -4.6737 0.2553
H 3.9172 -0.0810 2.5768
H 2.9716 0.2648 1.1675
H 4.3164 1.3139 1.6805
C -5.7005 -1.1382 -0.2240
O -6.6578 -2.1311 -0.5702
P -8.1027 -1.7709 -1.1199
O -8.5835 -0.5005 -0.5531
O -9.0672 -3.0304 -0.7958
C -10.4556 -2.8694 -0.6370
O -7.9647 -1.8608 -2.7023
C -6.8059 -2.1605 -3.4431
H -6.0868 -0.2576 0.2915
H -5.0013 -0.8036 -0.9896
H -5.0657 -1.5548 0.5598
H -10.9577 -3.4474 -1.4136
H -10.8617 -1.8618 -0.7734
H -10.8903 -3.1004 0.3367
H -6.4098 -1.1851 -3.7438
H -7.1435 -2.6687 -4.3458
H -6.0057 -2.7088 -2.9484
C 6.5652 7.8597 -0.3090
O 5.7712 7.6377 -1.4957
P 4.1882 7.5159 -1.4805
O 3.5220 8.2387 -0.3717
O 3.7628 7.9774 -2.9583
C 4.3140 7.3371 -4.0985
O 3.8010 5.9289 -1.6177
C 3.1793 5.1731 -0.5872
H 7.3720 7.1300 -0.2489
H 5.9439 7.5892 0.5454
H 6.9377 8.8777 -0.2735
H 4.6031 8.0681 -4.8481
H 3.6664 6.5274 -4.4368
H 5.1724 6.7791 -3.7101
H 3.9237 4.5378 -0.1086
H 2.4036 4.5824 -1.0733
H 2.6593 5.8445 0.0984
C -1.8520 -4.8028 3.8435
O -2.5235 -6.0106 4.1714
P -3.5937 -6.6752 3.1545
O -2.8722 -7.4249 2.1032
O -4.4917 -7.5526 4.1741
C -3.7455 -8.5062 4.9808
O -4.5872 -5.4786 2.7044
C -4.5002 -4.7833 1.4829
H -2.0929 -4.4641 2.8342
H -0.7887 -5.0532 3.8383
H -1.9896 -4.0054 4.5739
H -4.3796 -8.7627 5.8276
H -2.8331 -8.0890 5.4003
H -3.6371 -9.3480 4.3001
H -4.3137 -3.7211 1.6449
H -5.4356 -4.8743 0.9296
H -3.6766 -5.1687 0.8790
C 1.1160 -11.0365 0.4969
O 2.0646 -10.0823 0.0442
P 1.4839 -8.7878 -0.6386
O 0.3824 -9.0764 -1.5853
O 1.1015 -7.8662 0.5982
C 0.0765 -6.8861 0.5603
O 2.7921 -8.0737 -1.2500
C 2.5738 -6.7058 -1.5193
H 0.7368 -10.7339 1.4716
H 1.5967 -12.0149 0.4822
H 0.3039 -11.1657 -0.2209
H -0.6279 -6.8490 -0.2712
H 0.4967 -5.8793 0.6130
H -0.5602 -6.9284 1.4440
H 2.6235 -6.1156 -0.6014
H 1.5975 -6.3713 -1.8943
H 3.2160 -6.3326 -2.3134


No. 3
141
Properties=species:S:1:pos:R:3 method="wB97M-V/def2-TZVPD" gap_ev=8.53 lumo_energy_ev=2.26 charge=-1 homo_ha=-0.2304 largest_force_ev_per_a=3.6
Cl 0.0645 0.5485 -0.8079
O -0.7763 0.0611 -1.8901
O -0.3121 1.9268 -0.4190
O -0.1583 -0.3432 0.3285
O 1.4451 0.4754 -1.1699
C 3.6394 -7.9278 7.1670
O 3.4304 -6.9602 6.1847
C 2.0530 -7.0381 5.7507
C 1.7013 -5.9037 4.6769
N 2.2313 -4.6018 5.1707
C 2.2049 -3.6466 4.1011
C 3.3002 -3.8667 2.9631
O 4.4867 -4.4712 3.4696
C 5.5949 -4.3937 2.5576
H 3.3253 -8.8961 6.7773
H 3.1565 -7.6382 8.1003
H 4.6738 -8.0942 7.4676
H 1.3194 -7.1414 6.5502
H 1.9160 -7.9870 5.2320
H 0.6190 -5.7875 4.6201
H 2.3056 -6.1489 3.8035
H 1.6080 -4.3351 5.9193
H 2.3787 -2.6822 4.5785
H 1.2152 -3.6048 3.6464
H 3.5146 -2.9378 2.4346
H 2.9705 -4.6226 2.2504
H 5.5684 -3.5547 1.8622
H 5.7306 -5.3080 1.9800
H 6.5351 -4.3854 3.1090
C -3.1849 1.3008 4.8607
O -4.0403 2.2289 4.2129
C -4.8303 1.6844 3.1729
C -5.7023 2.8004 2.5255
N -5.0407 4.1316 2.2640
C -3.6756 3.9969 1.6917
C -2.9669 5.4060 1.8086
O -2.8232 5.8567 3.1580
C -1.7105 6.7417 3.1743
H -2.6757 1.6814 5.7461
H -2.3121 0.9849 4.2893
H -3.7519 0.4374 5.2086
H -5.6005 1.0122 3.5510
H -4.1581 1.1568 2.4963
H -6.5514 3.0710 3.1532
H -6.2613 2.5831 1.6153
H -5.4501 4.4742 1.4066
H -3.8258 3.5863 0.6932
H -3.0932 3.1615 2.0802
H -3.5306 6.2132 1.3408
H -1.9728 5.3170 1.3706
H -0.7102 6.4707 2.8366
H -1.5782 7.1786 4.1641
H -1.8637 7.5609 2.4718
C 2.1363 -7.6351 -7.3065
O 2.1209 -6.5308 -6.3461
C 1.5265 -5.3463 -6.8986
C 1.8707 -4.1352 -5.9976
N 3.2898 -3.8053 -5.7825
C 3.3179 -2.6792 -4.7990
C 4.7029 -2.3254 -4.2072
O 5.1038 -3.5880 -3.6390
C 6.5279 -3.6390 -3.4109
H 2.5581 -8.5378 -6.8645
H 2.6734 -7.3914 -8.2231
H 1.1315 -7.8474 -7.6717
H 0.4514 -5.5108 -6.9706
H 1.7999 -5.1659 -7.9383
H 1.4063 -4.3038 -5.0260
H 1.4414 -3.2807 -6.5208
H 3.7978 -4.5944 -5.4093
H 2.6709 -2.8029 -3.9306
H 2.9316 -1.7784 -5.2759
H 4.4747 -1.5381 -3.4887
H 5.4162 -2.0556 -4.9859
H 6.6818 -4.3785 -2.6250
H 6.9059 -2.6313 -3.2387
H 6.9797 -4.0790 -4.2999
C 3.7572 6.4349 9.1110
O 3.5133 5.5851 8.0574
C 4.4278 5.9131 6.9054
C 3.8652 5.0139 5.7604
N 3.9030 3.5795 6.0558
C 3.1011 2.8367 5.1128
C 3.1771 3.2638 3.6392
O 4.4697 3.3727 3.0652
C 5.1237 2.1925 2.6557
H 4.7588 6.8611 9.1676
H 3.6410 5.9001 10.0537
H 3.1074 7.3097 9.1309
H 5.4539 5.6299 7.1397
H 4.3326 6.9648 6.6353
H 4.4135 5.3068 4.8650
H 2.8429 5.3473 5.5818
H 4.8640 3.3256 5.8766
H 2.0313 2.8773 5.3176
H 3.1978 1.7555 5.2114
H 2.6494 4.1642 3.3247
H 2.5644 2.4534 3.2443
H 6.2063 2.3137 2.6933
H 4.8910 1.7589 1.6832
H 4.9512 1.4066 3.3911
C -8.2408 -0.0278 -6.7496
C -8.5945 0.4446 -5.3990
C -7.5017 1.1134 -4.5094
O -6.5169 0.1543 -4.1043
C -6.2225 0.2750 -2.6781
N -9.6963 1.3789 -5.6085
H -7.5410 -0.8627 -6.7144
H -7.6541 0.6578 -7.3610
H -9.0372 -0.4465 -7.3649
H -8.8404 -0.4972 -4.9083
H -8.0414 1.6512 -3.7299
H -6.9970 1.8892 -5.0852
H -5.6859 -0.6631 -2.5366
H -7.0298 0.3522 -1.9498
H -5.4978 1.0810 -2.5626
H -10.4655 1.1536 -6.2231
H -10.0394 1.7187 -4.7214
C -1.8389 5.7019 -3.8745
C -2.4227 4.6589 -4.8363
C -1.3940 3.8117 -5.5774
O -2.0931 2.9147 -6.4843
C -1.2285 1.9863 -7.1193
N -3.2061 3.7030 -4.0451
H -1.0044 5.2079 -3.3769
H -2.6457 6.0064 -3.2078
H -1.3672 6.4972 -4.4517
H -3.2379 4.9979 -5.4755
H -0.8914 3.1174 -4.9039
H -0.7073 4.5475 -5.9958
H -1.0774 1.1935 -6.3867
H -0.2362 2.4361 -7.1526
H -1.5362 1.4310 -8.0053
H -2.4754 3.2146 -3.5475
H -3.3294 2.8738 -4.6083
C -0.0906 -5.0585 -1.4584
O -0.7524 -5.0566 -0.1554
H -0.4961 -4.3373 -2.1681
H 0.9885 -4.9100 -1.4982
H -0.2045 -5.9365 -2.0941
H -0.7433 -4.1310 0.0993